Record 1
Here is C7H9F in the gas phase from the OMol25 dataset. Energies are from ωB97M-V with the def2-TZVPD basis set.

Last column: natural (NBO) charge in e.
CARTESIAN COORDINATES (ANGSTROEM)
C 0.483 -1.397 -0.459  -0.387
C -0.677 -2.034 -0.512  0.136
C -2.004 -1.262 0.157  -0.598
C -0.527 0.624 0.916  -0.499
C 0.728 -0.015 0.268  -0.240
C -1.883 0.186 0.272  0.490
C 1.095 1.000 -0.716  -0.601
F -2.221 1.097 -0.709  -0.347
H 1.310 -1.862 -0.920  0.230
H -3.028 -1.515 -0.334  0.247
H -1.788 -1.655 1.131  0.257
H -0.578 0.216 1.995  0.225
H -0.477 1.717 0.758  0.237
H 1.472 -0.074 1.028  0.213
H 0.236 1.192 -1.359  0.220
H 2.036 0.595 -1.308  0.203
H 1.490 1.948 -0.252  0.213

Computed properties:
**HOMO energy (spin up / spin down)**: -8.26 / -9.12 eV
**Net charge**: 0
**Relative energy (zero: lowest compared OMol25 entry of this formula, charge and spin)**: 4.674 eV
**LUMO level (spin up / spin down)**: -0.78 / 0.04 eV

Record 2
Here is 2 unconnected molecules or ions with the total composition C16H17NO from the OMol25 dataset. Energies are from ωB97M-V with the def2-TZVPD basis set.

Last column: natural (NBO) charge in e.
CARTESIAN COORDINATES (ANGSTROEM)
C 0.096 -2.071 -2.521  -0.626
C -0.841 -1.522 -1.501  -0.112
C -1.833 -0.609 -1.754  -0.028
N -2.606 -0.440 -0.631  -0.539
C -2.264 -1.378 0.307  0.205
C -2.754 -1.672 1.582  -0.261
C -2.034 -2.531 2.368  -0.213
C -0.836 -3.125 1.922  -0.231
C -0.416 -2.935 0.626  -0.186
C -1.123 -2.044 -0.196  -0.119
H 0.625 -1.280 -3.045  0.187
H -0.283 -2.646 -3.370  0.228
H 0.849 -2.703 -2.052  0.223
H -1.954 -0.086 -2.690  0.214
H -3.186 0.377 -0.590  0.416
H -3.738 -1.357 1.901  0.216
H -2.389 -2.890 3.312  0.213
H -0.262 -3.770 2.574  0.212
H 0.290 -3.580 0.146  0.208
C 1.872 3.231 2.453  -0.634
C 1.820 2.674 1.063  -0.054
C 1.787 1.293 0.888  -0.177
C 1.445 0.774 -0.359  -0.282
C 1.274 1.610 -1.441  0.295
O 0.984 1.211 -2.721  -0.689
C 1.325 2.999 -1.272  -0.254
C 1.670 3.518 -0.032  -0.202
H 2.427 2.652 3.176  0.214
H 0.918 3.285 2.981  0.219
H 2.440 4.164 2.416  0.215
H 1.818 0.671 1.773  0.212
H 1.395 -0.297 -0.521  0.216
H 0.600 0.319 -2.732  0.481
H 1.405 3.584 -2.176  0.220
H 1.479 4.575 0.118  0.210

Computed properties:
**HOMO energy**: -8.06 eV
**Net charge**: 0
**SMILES**: Cc1c[nH]c2ccccc12.Cc1ccc(O)cc1
**Relative energy (zero: lowest compared OMol25 entry of this formula, charge and spin)**: 0.988 eV
**LUMO level**: 0.80 eV

Record 3
Here is C22H30O6 in the gas phase from the OMol25 dataset. Energies are from ωB97M-V with the def2-TZVPD basis set.

Last column: natural (NBO) charge in e.
CARTESIAN COORDINATES (ANGSTROEM)
C -1.923 -5.541 -3.474  -0.599
C -2.051 -5.121 -2.009  -0.009
C -2.513 -6.311 -1.166  -0.616
C -0.691 -4.615 -1.503  -0.541
C -0.778 -4.110 -0.096  0.636
O -0.077 -4.472 0.812  -0.517
C -1.848 -3.052 0.130  -0.553
C -1.438 -1.730 -0.520  0.643
O -1.109 -1.652 -1.675  -0.550
C -1.544 -0.556 0.411  -0.506
C -1.252 0.771 -0.283  -0.401
C -1.613 1.948 0.619  -0.389
C -1.207 3.290 -0.004  -0.505
C 0.289 3.422 -0.089  0.648
O 0.902 3.443 -1.125  -0.545
C 0.983 3.505 1.270  -0.568
C 1.817 4.778 1.328  0.640
O 1.448 5.715 1.987  -0.518
C 3.065 4.742 0.504  -0.541
C 3.931 3.517 0.840  -0.010
C 5.148 3.489 -0.084  -0.599
C 4.388 3.586 2.299  -0.616
C 3.091 2.250 0.614  -0.534
C 1.835 2.252 1.427  0.638
O 1.465 1.349 2.132  -0.531
C -3.178 -3.456 -0.496  0.637
O -4.206 -3.321 0.113  -0.520
C -3.070 -3.975 -1.896  -0.540
H -1.202 -6.348 -3.575  0.213
H -2.881 -5.890 -3.853  0.212
H -1.594 -4.706 -4.087  0.212
H -1.796 -7.126 -1.235  0.217
H -3.477 -6.674 -1.515  0.216
H -2.612 -6.033 -0.119  0.210
H 0.058 -5.406 -1.552  0.235
H -0.368 -3.778 -2.130  0.262
H -1.987 -2.904 1.205  0.257
H -2.557 -0.555 0.826  0.236
H -0.851 -0.708 1.243  0.250
H -0.193 0.810 -0.546  0.209
H -1.821 0.827 -1.213  0.216
H -2.691 1.957 0.789  0.214
H -1.124 1.819 1.586  0.216
H -1.620 3.370 -1.011  0.231
H -1.594 4.110 0.606  0.237
H 0.234 3.539 2.066  0.256
H 3.623 5.666 0.662  0.236
H 2.762 4.684 -0.546  0.262
H 4.841 3.442 -1.126  0.213
H 5.769 2.623 0.132  0.213
H 5.751 4.384 0.056  0.213
H 5.001 2.723 2.547  0.217
H 4.977 4.484 2.470  0.218
H 3.536 3.605 2.976  0.209
H 3.667 1.355 0.853  0.237
H 2.796 2.209 -0.439  0.259
H -4.056 -4.300 -2.231  0.236
H -2.737 -3.147 -2.529  0.256

Computed properties:
**HOMO energy**: -9.79 eV
**Net charge**: 0
**SMILES**: CC1(C)CC(=O)C(C(=O)CCCCC(=O)C2C(=O)CC(C)(C)CC2=O)C(=O)C1
**LUMO level**: 0.47 eV

Record 4
Here is a molecular structure, C2H3I from the OMol25 dataset. Energies are from ωB97M-V with the def2-TZVPD basis set.

Last column: natural (NBO) charge in e.
CARTESIAN COORDINATES (ANGSTROEM)
C -0.248 -0.607 -0.106  -0.299
C 1.251 0.688 -0.084  -0.476
I 3.084 -0.021 -0.116  0.287
H -1.259 -0.312 -0.235  0.160
H 0.013 -1.615 -0.369  0.154
H 0.790 1.567 0.185  0.175

Computed properties:
**HOMO energy (spin up / spin down)**: -8.88 / -8.24 eV
**Net charge**: 0
**Relative energy (zero: lowest compared OMol25 entry of this formula, charge and spin)**: 4.702 eV
**LUMO level (spin up / spin down)**: -0.06 / 0.17 eV

Record 5
Here is a molecular structure, C4H4Br4 from the OMol25 dataset. Energies are from ωB97M-V with the def2-TZVPD basis set.

Last column: natural (NBO) charge in e.
CARTESIAN COORDINATES (ANGSTROEM)
C -2.040 0.340 -0.726  -0.218
C -0.911 -0.284 -0.227  -0.354
C 1.294 -0.249 1.113  -0.482
C 0.235 0.390 0.352  0.102
Br 1.479 -2.154 0.920  0.126
Br 3.007 0.591 0.844  0.143
Br 1.567 -0.416 -2.316  -0.560
Br 0.376 2.241 0.118  0.251
H -2.851 -0.293 -1.257  0.234
H -2.135 1.471 -0.640  0.215
H -0.973 -1.413 -0.294  0.274
H 0.953 -0.225 2.113  0.269

Computed properties:
**HOMO energy (spin up / spin down)**: -8.43 / -8.44 eV
**Net charge**: 0
**Relative energy (zero: lowest compared OMol25 entry of this formula, charge and spin)**: 2.350 eV
**LUMO level (spin up / spin down)**: -2.97 / -2.97 eV

Record 6
Here is 5 unconnected molecules or ions with the total composition C12H21Cl9O6 from the OMol25 dataset. Energies are from ωB97M-V with the def2-TZVPD basis set.

Last column: natural (NBO) charge in e.
CARTESIAN COORDINATES (ANGSTROEM)
C 2.563 1.385 0.672  -0.248
O 1.355 0.674 0.395  -0.579
C 0.863 0.611 -0.936  -0.078
C 0.187 1.941 -1.165  -0.096
O 1.030 3.027 -1.476  -0.555
C 0.438 4.227 -1.814  -0.082
C -0.214 4.114 -3.277  -0.096
O 0.729 3.849 -4.315  -0.543
C 1.225 2.543 -4.425  -0.248
H 2.953 0.952 1.592  0.172
H 2.297 2.439 0.746  0.191
H 3.368 1.263 -0.053  0.175
H 0.156 -0.216 -0.998  0.206
H 1.651 0.501 -1.680  0.179
H -0.540 2.196 -0.395  0.176
H -0.448 1.877 -2.048  0.182
H 1.238 4.967 -1.809  0.193
H -0.264 4.622 -1.080  0.164
H -0.513 5.151 -3.432  0.188
H -1.048 3.414 -3.328  0.175
H 1.783 2.564 -5.361  0.190
H 0.375 1.863 -4.492  0.161
H 1.840 2.216 -3.587  0.175
Cl -5.393 0.141 2.195  0.008
C -3.882 0.702 2.941  -0.343
Cl -3.969 0.999 4.608  0.060
Cl -3.047 1.832 1.982  0.062
H -3.160 -0.115 2.926  0.214
Cl 2.160 -2.580 3.718  0.012
C 1.096 -1.778 2.534  -0.234
Cl -0.558 -1.308 3.306  -0.054
Cl 0.843 -2.843 1.161  0.020
H 1.621 -0.916 2.125  0.257
Cl 2.310 -6.168 3.621  0.015
C 4.028 -5.656 3.554  -0.253
Cl 4.978 -6.714 2.468  0.008
Cl 4.855 -5.732 5.170  -0.002
H 4.065 -4.646 3.145  0.232
O -2.097 -0.145 -2.121  -0.611
C -2.325 -1.033 -1.262  0.967
O -2.027 -2.329 -1.414  -0.475
C -2.528 -3.128 -0.420  -0.093
C -3.088 -2.093 0.558  -0.115
O -3.096 -0.814 -0.188  -0.470
H -3.335 -3.767 -0.778  0.190
H -1.784 -3.686 0.149  0.199
H -2.560 -2.071 1.511  0.200
H -4.129 -2.333 0.777  0.202

Computed properties:
**HOMO energy**: -8.88 eV
**Net charge**: 0
**SMILES**: COCCOCCOC.ClC(Cl)Cl.ClC(Cl)Cl.ClC(Cl)Cl.O=C1OCCO1
**Relative energy (zero: lowest compared OMol25 entry of this formula, charge and spin)**: 0.644 eV
**LUMO level**: -0.06 eV

Record 7
Here is a molecular structure, C53H52N4O3P2RuS4 from the OMol25 dataset. Energies are from ωB97M-V with the def2-TZVPD basis set.

Last column: Löwdin spin population.
CARTESIAN COORDINATES (ANGSTROEM)
Ru 0.534 0.622 -1.214  2.264
O -0.113 2.422 -1.804  0.067
S -0.565 3.769 -1.177  0.018
C 1.078 4.474 -0.919  0.002
C 2.117 4.460 -2.075  0.000
C 3.477 4.177 -1.496  0.000
C 4.099 2.779 -1.846  0.003
S 3.675 1.354 -0.779  0.011
O 2.269 1.595 -0.307  0.055
C 4.657 1.644 0.672  0.001
C 4.016 2.262 1.715  0.000
C 4.616 2.348 2.948  0.000
C 5.876 1.803 3.109  0.000
C 6.531 1.159 2.048  0.000
C 5.926 1.079 0.836  0.000
C -1.201 4.575 -2.642  0.002
C -0.927 4.068 -3.922  0.003
C -1.241 4.900 -5.011  0.000
C -1.705 6.160 -4.824  0.000
C -2.126 6.549 -3.561  0.000
C -1.812 5.779 -2.419  0.000
H 1.511 3.803 -0.118  0.000
H 0.968 5.483 -0.468  0.000
H 2.012 5.450 -2.543  0.000
H 1.782 3.837 -2.906  0.000
H 3.485 4.364 -0.436  0.000
H 4.201 4.910 -1.877  0.000
H 5.185 2.766 -1.858  0.000
H 3.735 2.395 -2.815  0.000
H 3.015 2.630 1.592  0.000
H 3.972 2.787 3.730  0.000
H 6.373 1.918 4.083  0.000
H 7.583 0.777 2.246  0.000
H 6.306 0.549 -0.037  0.000
H -0.432 3.134 -4.108  0.002
H -1.080 4.520 -6.041  0.000
H -1.817 6.718 -5.691  0.000
H -2.571 7.543 -3.404  0.000
H -2.087 6.052 -1.411  0.000
N -6.028 5.393 -2.112  0.000
C -5.275 4.459 -1.403  0.000
N -5.842 3.243 -1.114  0.000
O -4.127 4.694 -1.159  0.000
H -7.057 5.325 -2.033  0.000
H -5.682 6.338 -2.007  0.000
H -6.708 2.996 -1.522  0.000
H -5.302 2.611 -0.597  0.000
S -1.202 0.080 -3.111  0.795
C -1.230 -0.385 -1.489  0.501
S 5.065 -4.138 -1.427  0.003
C 3.608 -3.098 -1.419  0.006
C 3.169 -2.614 -0.206  0.000
C 2.233 -1.646 -0.176  0.015
N 1.659 -1.190 -1.324  0.004
C 2.065 -1.681 -2.499  0.007
C 3.019 -2.693 -2.606  -0.001
C 4.747 -5.134 0.055  0.000
C 4.286 -6.390 -0.070  0.000
C 4.235 -7.225 1.073  0.000
N 4.449 -6.803 2.306  0.000
C 4.783 -5.499 2.454  0.000
C 5.112 -4.728 1.330  0.000
H 3.661 -2.963 0.707  0.000
H 1.864 -1.294 0.776  0.004
H 1.521 -1.369 -3.385  0.004
H 3.247 -3.140 -3.550  0.000
H 4.146 -6.855 -1.046  0.000
H 4.015 -8.275 0.970  0.000
H 4.921 -5.205 3.528  0.000
H 5.484 -3.760 1.464  0.000
C -1.402 -2.306 0.636  0.018
P -2.305 -1.082 -0.366  0.121
C -3.525 -2.016 -1.269  0.006
C -3.795 -3.382 -1.105  0.001
C -4.849 -3.953 -1.859  0.000
C -5.625 -3.191 -2.712  0.000
C -5.464 -1.849 -2.716  0.001
C -4.416 -1.250 -1.989  0.004
C -3.085 0.140 0.708  0.030
C -3.866 -0.126 1.799  0.004
C -4.573 0.889 2.411  0.002
C -4.436 2.223 2.056  -0.001
C -3.493 2.500 1.127  0.001
C -2.796 1.470 0.450  0.006
P -1.915 -2.619 2.371  0.005
C -0.829 -4.091 2.400  0.000
C -1.589 -5.283 2.343  0.001
C -0.977 -6.518 1.918  0.000
C 0.334 -6.522 1.512  0.001
C 1.072 -5.328 1.640  0.000
C 0.521 -4.148 2.030  0.001
C -1.080 -1.266 3.306  0.001
C -1.444 -1.148 4.647  0.001
C -0.936 -0.088 5.412  0.000
C -0.075 0.821 4.822  0.000
C 0.212 0.774 3.483  0.000
C -0.373 -0.232 2.702  0.008
H -0.312 -2.025 0.570  0.003
H -1.470 -3.269 0.078  0.000
H -3.325 -4.061 -0.364  0.000
H -4.924 -4.997 -1.807  0.000
H -6.397 -3.676 -3.334  0.000
H -6.149 -1.200 -3.233  0.000
H -4.338 -0.134 -2.018  0.002
H -4.074 -1.109 2.159  0.000
H -5.261 0.635 3.244  0.000
H -5.001 3.092 2.464  0.000
H -3.233 3.500 0.827  0.000
H -2.180 1.634 -0.451  0.003
H -2.660 -5.234 2.516  0.000
H -1.600 -7.417 1.860  0.000
H 0.857 -7.442 1.156  0.000
H 2.112 -5.359 1.284  0.000
H 1.062 -3.199 1.931  0.000
H -2.090 -1.886 5.091  0.000
H -1.091 -0.033 6.469  0.000
H 0.237 1.648 5.437  0.000
H 0.711 1.617 3.074  0.000
H -0.328 -0.174 1.611  0.009

Computed properties:
**HOMO energy (spin up / spin down)**: -11.70 / -12.81 eV
**Net charge**: +2
**Multiplicity**: 5
**LUMO level (spin up / spin down)**: -4.67 / -5.91 eV

Record 8
Here is 2 unconnected molecules or ions with the total composition C14H26N4O6S from the OMol25 dataset. Energies are from ωB97M-V with the def2-TZVPD basis set.

Last column: natural (NBO) charge in e.
CARTESIAN COORDINATES (ANGSTROEM)
C 1.562 1.407 -2.134  -0.633
C 0.739 0.414 -2.969  -0.122
C 1.117 0.563 -4.448  -0.625
S 1.169 -1.277 -2.400  0.176
C -0.385 -1.569 -1.469  -0.162
C -1.207 -2.740 -2.044  -0.179
N -1.140 -2.792 -3.531  -0.846
C -2.645 -2.613 -1.494  0.450
O -3.609 -2.351 -2.214  -0.523
N -1.115 -0.304 -1.576  -0.662
C -0.787 0.532 -2.756  -0.162
C -1.268 1.996 -2.615  0.800
O -1.415 2.671 -3.621  -0.588
O -1.455 2.490 -1.362  -0.684
H 1.240 1.393 -1.091  0.209
H 2.622 1.138 -2.167  0.227
H 1.455 2.426 -2.518  0.211
H 0.586 -0.176 -5.057  0.216
H 0.862 1.562 -4.815  0.228
H 2.192 0.408 -4.583  0.216
H -0.154 -1.784 -0.418  0.230
H -0.777 -3.669 -1.658  0.204
H -1.837 -2.160 -3.930  0.370
H -0.202 -2.536 -3.846  0.375
H -2.811 -2.745 -0.429  0.124
H -1.045 0.235 -0.704  0.408
H -1.301 0.100 -3.621  0.230
H -1.759 3.400 -1.503  0.504
C -1.371 -1.968 4.060  -0.421
N -0.186 -2.214 3.237  -0.597
C 0.628 -1.305 2.689  0.671
O 1.585 -1.683 2.022  -0.641
C 0.363 0.200 2.860  -0.159
C -0.262 0.758 1.579  -0.070
O -1.501 0.140 1.300  -0.734
N 1.609 0.924 3.137  -0.608
C 1.669 2.131 3.695  0.674
C 3.047 2.711 3.907  -0.706
O 0.673 2.765 4.019  -0.644
H -1.852 -2.916 4.305  0.220
H -1.089 -1.470 4.990  0.201
H -2.085 -1.347 3.517  0.206
H 0.065 -3.173 3.048  0.411
H -0.325 0.364 3.687  0.220
H 0.421 0.572 0.751  0.186
H -0.411 1.835 1.675  0.201
H -2.197 0.643 1.737  0.483
H 2.471 0.464 2.882  0.419
H 2.949 3.732 4.274  0.245
H 3.591 2.713 2.965  0.225
H 3.580 2.109 4.641  0.229

Computed properties:
**HOMO energy**: -8.70 eV
**Net charge**: 0
**SMILES**: CC1(C)S[C@H]([C@H](N)C=O)N[C@H]1C(=O)O.CNC(=O)[C@H](CO)NC(C)=O
**Relative energy (zero: lowest compared OMol25 entry of this formula, charge and spin)**: 0.000 eV
**LUMO level**: 0.29 eV

Calculated strongest force on any atom (eV/Å), listed in the same order as above: 4.6, 1.9, 0.8, 8.0, 3.6, 5.0, 2.8, 3.0
Calculated total energy (Eh), listed in the same order as above: -371.783975, -749.863978, -1307.790530, -375.490867, -10450.746873, -5062.881052, -4865.288528, -1617.753010